1.
Entry from the OMol25 dataset: a cluster of 3 separate species, C4H10O3 in total in a non-equilibrium geometry (the ωB97M-V functional and the def2-TZVPD basis).

Last column: Löwdin charge in e.
Element x y z (Å)
C -1.12253 -0.51259 3.82487  -0.03
C -0.61712 0.27716 2.90444  -0.20
C 0.37899 -0.23261 1.93775  -0.11
C 0.00550 -1.06996 0.93502  -0.18
O 0.77587 -0.96307 -0.18388  -0.02
H -1.95127 -0.43142 4.58305  0.07
H -0.88723 -1.54906 4.01269  0.05
H -0.97319 1.28777 2.64992  0.11
H 1.31057 0.27256 1.82218  0.10
H -0.97236 -1.58222 0.84677  0.14
H 0.52572 -1.63530 -0.82924  0.09
O 0.35847 -0.94642 -3.54628  -0.07
H 0.24073 -0.22249 -4.17516  0.02
H 1.08213 -0.61641 -3.00181  0.02
O 0.47394 2.38064 -4.11381  -0.05
H -0.04610 2.96246 -3.55471  0.04
H 1.41787 2.58098 -4.11182  0.04

Summary:
Spin multiplicity: 1
Highest occupied orbital energy, eV: -8.5
HOMO-LUMO gap, eV: 9.026
Relative energy (zero: lowest compared OMol25 entry of this formula, charge and spin), kcal per mole: 66.4

=====

2.
Entry from the OMol25 dataset: the ion C4H11N2O2 with charge +1 in a non-equilibrium geometry (the ωB97M-V functional and the def2-TZVPD basis).

Last column: Löwdin charge in e.
Element x y z (Å)
C 1.31698 0.20320 0.01833  -0.30
C -0.88410 0.54711 -0.11740  -0.39
C 1.41613 1.57588 -0.45342  0.02
C 0.02954 -1.86312 0.13163  0.04
N 0.15092 -0.38931 0.10630  -0.01
N -2.25811 -0.15147 -0.29887  0.17
O 2.41948 -0.56368 0.28501  0.11
O -1.08730 1.42758 0.94403  -0.02
H 0.53995 1.84250 -1.13099  0.13
H 2.33726 1.57950 -1.00294  0.10
H 1.28022 2.23772 0.37461  0.11
H 1.00915 -2.29478 0.37628  0.11
H -0.57296 -2.37000 0.80965  0.08
H -0.24839 -2.18975 -0.78809  0.07
H -2.67356 -0.81826 0.47369  0.20
H -2.33210 -0.66988 -1.09513  0.08
H -2.77260 0.73650 -0.71627  0.22
H 3.30510 -0.12038 0.20482  0.17
H -0.97561 1.28064 1.87879  0.10

Summary:
Spin multiplicity: 1
Highest occupied orbital energy, eV: -11.5
HOMO-LUMO gap, eV: 8.178
Relative energy (zero: lowest compared OMol25 entry of this formula, charge and spin), kcal per mole: 109.5
Total charge: +1

=====

3.
Entry from the OMol25 dataset: a structure of composition C16H20NOSTm in a non-equilibrium geometry (the ωB97M-V functional and the def2-TZVPD basis).

Last column: Mulliken spin population.
Element x y z (Å)
Tm 0.64406 0.89520 0.31820  2.01
C 1.81378 2.84881 -0.91923  -0.01
C 2.85797 2.00248 -0.44065  0.00
C 2.67775 0.73103 -1.02226  0.00
H 3.69749 2.17421 0.22275  0.00
C 1.55717 0.78896 -1.89294  0.00
C 1.01585 2.10053 -1.80615  0.00
H 0.10869 2.46892 -2.32757  0.00
H 1.57845 3.88036 -0.70209  0.00
H 3.30507 -0.15660 -0.80415  0.00
H 1.19375 -0.01760 -2.54728  0.00
C -0.97859 2.33674 1.73969  -0.01
C -1.25260 2.64149 0.38054  0.00
C -1.76639 1.48063 -0.24171  0.00
H -1.04800 3.60763 -0.09492  0.00
C -1.82820 0.45461 0.74329  0.00
C -1.32740 0.97461 1.96411  0.00
H -1.20025 0.44256 2.91359  0.00
H -0.59343 3.02189 2.51419  0.00
H -2.00903 1.34976 -1.30441  0.00
H -2.16008 -0.57323 0.56571  0.00
O 0.76329 -1.15655 0.16086  0.00
C -1.20151 -3.07413 -0.55464  0.00
C -0.02083 -3.29738 0.30350  0.00
C -1.06148 -2.84290 -1.99546  0.00
C -2.53010 -3.27222 0.02970  0.00
C 0.38954 -2.02777 1.15073  0.00
H 0.83675 -3.46218 -0.37907  0.00
H -0.19439 -4.13615 0.99510  0.00
H -0.47749 -1.71257 1.78238  0.00
H 1.24169 -2.26539 1.82060  0.00
H -0.95426 -3.80345 -2.53541  0.00
H -0.17597 -2.22924 -2.23162  0.00
H -1.94731 -2.34618 -2.42671  0.00
H -2.81179 -4.33975 0.00020  0.00
H -3.31322 -2.72751 -0.51739  0.00
H -2.57071 -2.96415 1.08706  0.00
S 1.75772 2.84938 2.07716  0.00
C 2.65808 4.19971 1.87827  0.00
N 3.32593 5.15542 2.09602  0.00

Summary:
Spin multiplicity: 3
Highest occupied orbital energy (spin up / spin down), eV: 2.1 / 2.1
HOMO-LUMO gap (spin up / spin down), eV: 2.599 / 2.600
Total charge: -2

=====

4.
Entry from the OMol25 dataset: a cluster of 2 separate species, C14H14ClNO2 in total in a non-equilibrium geometry (the ωB97M-V functional and the def2-TZVPD basis).

Last column: Löwdin charge in e.
Element x y z (Å)
C -2.10299 1.66582 1.44270  -0.29
C -1.84058 3.16247 1.57299  -0.19
O -0.40708 3.24211 1.68426  -0.04
C 0.14559 2.01655 1.29787  -0.62
O 1.36105 1.88152 1.28047  0.00
N -0.85882 1.13706 0.98568  0.01
H -2.38105 1.33163 2.47907  0.10
H -2.91103 1.46848 0.71281  0.10
H -2.19255 3.67501 0.66009  0.11
H -2.29035 3.59752 2.47694  0.11
Cl 2.38941 1.26869 -4.89833  0.72
C 1.80955 0.51534 -3.47714  -0.66
C 2.69270 0.29705 -2.41055  -0.07
C 2.21168 -0.26385 -1.23886  0.02
C 0.85891 -0.65554 -1.10583  -0.16
C 0.42448 -1.30052 0.10055  -0.08
C -0.97286 -1.77583 0.33869  -0.12
C -0.92830 -2.59176 1.69955  -0.13
C 0.50997 -2.51292 2.07814  0.04
C 1.22545 -1.76278 1.16737  0.01
C 0.00150 -0.47300 -2.23070  0.02
C 0.46750 0.10851 -3.40313  -0.08
H 3.73887 0.57200 -2.50586  0.11
H 2.88432 -0.39738 -0.39752  0.12
H -1.65663 -0.92200 0.42250  0.11
H -1.30862 -2.41488 -0.48736  0.13
H -1.58566 -2.12641 2.44587  0.13
H -1.27407 -3.61900 1.53474  0.12
H 0.92024 -2.98112 2.96679  0.12
H 2.28385 -1.57464 1.25614  0.12
H -1.03415 -0.81301 -2.17982  0.12
H -0.18034 0.24489 -4.26810  0.11

Summary:
Spin multiplicity: 1
Highest occupied orbital energy, eV: -6.7
HOMO-LUMO gap, eV: 4.428
Relative energy (zero: lowest compared OMol25 entry of this formula, charge and spin), kcal per mole: 82.8

=====

5.
Entry from the OMol25 dataset: a structure of composition C4H8O2 (the ωB97M-V functional and the def2-TZVPD basis).

Last column: Löwdin charge in e.
Element x y z (Å)
C -1.80318 0.15430 0.32036  -0.02
C 0.22534 -0.30119 0.98332  -0.15
C 0.61891 -1.15161 -0.18821  -0.18
O 0.93602 -0.20062 -1.20730  -0.10
C 1.39888 0.92518 -0.53446  -0.20
O 0.85998 0.86940 0.80116  -0.06
H -2.52608 -0.66850 0.34696  0.05
H -2.20765 1.05805 0.78604  0.05
H -1.48583 0.35539 -0.70340  0.04
H -0.90269 -0.24650 1.35008  0.05
H 1.51323 -1.74232 0.06825  0.13
H -0.16260 -1.82207 -0.54617  0.13
H 2.49450 0.94170 -0.43956  0.13
H 1.04118 1.82878 -1.03706  0.14

Summary:
Spin multiplicity: 1
Highest occupied orbital energy, eV: -8.0
HOMO-LUMO gap, eV: 8.980
Relative energy (zero: lowest compared OMol25 entry of this formula, charge and spin), kcal per mole: 115.4

=====

6.
Entry from the OMol25 dataset: a cluster of 2 separate species, C5H13NO in total in a non-equilibrium geometry (the ωB97M-V functional and the def2-TZVPD basis).

Last column: Löwdin charge in e.
Element x y z (Å)
C 0.42973 0.20345 -2.35363  0.00
C -0.35503 1.03935 -1.65507  -0.21
C -1.35304 0.64233 -0.66860  -0.21
C -0.92081 -0.13096 0.59762  -0.47
C 0.08980 0.70328 1.38310  -0.09
N -1.86224 -0.68407 1.55459  0.03
H 1.19639 0.75893 -2.96494  0.07
H 0.63040 -0.84305 -2.22558  0.05
H -0.27492 2.12993 -1.77947  0.11
H -2.09348 1.35590 -0.39061  0.10
H -1.92774 -0.09483 -1.24774  0.12
H -0.38534 -1.02601 0.17768  0.13
H 0.67250 0.08798 2.23152  0.12
H 0.97408 1.02434 0.80088  0.07
H -0.43985 1.43538 1.91601  0.05
H -1.60044 -0.76317 2.49603  0.04
H -2.85764 -0.52383 1.32586  0.09
O 3.19192 -2.05845 0.49876  -0.10
H 2.82466 -1.17869 0.32738  0.01
H 4.06104 -2.07779 -0.02381  0.08

Summary:
Spin multiplicity: 1
Highest occupied orbital energy, eV: -8.7
HOMO-LUMO gap, eV: 9.517
Relative energy (zero: lowest compared OMol25 entry of this formula, charge and spin), kcal per mole: 57.8

=====

7.
Entry from the OMol25 dataset: a cluster of 9 separate species, C4H27NO9 in total in a non-equilibrium geometry (the ωB97M-V functional and the def2-TZVPD basis).

Last column: Mulliken spin population.
Element x y z (Å)
O 3.81862 3.24375 -2.16806  0.00
H 4.62587 2.91760 -2.56582  0.00
H 3.12508 2.71875 -2.56758  0.00
O -0.25320 3.05956 -2.06779  0.00
H -0.77451 3.35176 -2.81550  0.00
H -0.43499 3.70265 -1.38250  0.00
O 3.10374 -1.57997 -0.52169  0.00
H 2.70713 -1.08979 -1.24187  0.00
H 2.37192 -1.78656 0.05968  0.00
O 3.75284 1.88082 0.61417  0.00
H 3.50332 2.49876 -0.07294  0.00
H 3.94037 1.06623 0.14779  0.00
O 1.46631 1.00970 -1.17778  0.00
H 0.69754 1.55923 -1.33019  0.00
H 1.50278 0.90643 -0.22687  0.00
O 0.90423 0.54924 1.97493  0.00
H 0.48020 1.23990 1.46561  0.00
H 1.78693 0.88050 2.14027  0.00
O -0.05563 2.88213 1.27908  0.00
H -0.29358 3.54096 1.93142  0.00
H -0.02560 3.36316 0.45207  0.00
O 1.12830 -2.08787 1.14854  0.00
H 0.35935 -2.62653 1.33509  0.00
H 0.87257 -1.20446 1.41391  0.00
C -1.88928 -1.41077 -2.02579  0.01
C -2.09810 -2.23046 -0.74468  0.04
C -1.96745 -1.46173 0.56666  0.13
O -1.82099 -2.26595 1.69119  0.09
C -1.99992 -1.70903 2.94470  0.00
N -3.48420 -2.81035 -0.84294  0.73
H -2.71829 -0.71271 -2.14218  0.00
H -1.74740 -2.08486 -2.87052  0.00
H -1.06904 -0.69600 -1.95950  -0.01
H -1.48554 -3.12631 -0.64307  0.01
H -2.78860 -0.76477 0.73422  0.00
H -1.10047 -0.80342 0.51108  0.00
H -3.05360 -1.49494 3.12363  0.01
H -1.37879 -0.81333 2.94740  0.00
H -1.81201 -2.30680 3.83659  0.00
H -3.65403 -3.12899 0.10031  -0.02
H -4.24170 -2.17547 -1.05088  0.00

Summary:
Spin multiplicity: 2
Highest occupied orbital energy (spin up / spin down), eV: -12.6 / -12.6
HOMO-LUMO gap (spin up / spin down), eV: 9.510 / 3.661
Relative energy (zero: lowest compared OMol25 entry of this formula, charge and spin), kcal per mole: 65.7
Total charge: +1

=====

8.
Entry from the OMol25 dataset: an isolated molecule of C2H4N2OS2 (the ωB97M-V functional and the def2-TZVPD basis).

Last column: Löwdin charge in e.
Element x y z (Å)
S -2.62323 -0.06497 -0.02536  0.71
N -1.23539 0.90017 0.01485  -0.40
C -0.06229 0.45371 0.06191  -0.76
N 1.02323 1.34295 0.25442  0.01
O 2.16565 0.75939 -0.36010  -0.18
C 2.23837 -0.51628 0.17818  -0.47
S 0.55477 -1.23046 -0.04627  0.93
H -2.12565 -1.32161 0.08861  -0.18
H 0.87459 2.22528 -0.24519  0.15
H 2.47450 -0.49386 1.25626  0.09
H 2.97542 -1.08431 -0.39814  0.10

Summary:
Spin multiplicity: 1
Highest occupied orbital energy, eV: -8.5
HOMO-LUMO gap, eV: 9.033
Relative energy (zero: lowest compared OMol25 entry of this formula, charge and spin), kcal per mole: 60.0